1.
{"formula": "C3H3NO2P2", "method": "ωB97M-V with the def2-TZVPD basis set", "de_lowest_kcal_mol": 9.0, "multiplicity": 1, "smiles": "CC(=C=O)OP1#P=N1", "symbols": ["C", "C", "C", "N", "O", "O", "P", "P", "H", "H", "H"], "positions_angstrom": [[-0.29539, 0.52622, -0.28283], [-0.28723, 1.62120, 0.41855], [-1.42915, -0.46208, -0.21109], [3.04644, -0.48408, 0.17740], [0.81293, 0.20803, -1.09953], [-0.39963, 2.61669, 1.01889], [2.02269, -0.86644, 1.31807], [1.73654, -1.13024, -0.79625], [-2.06461, -0.35850, -1.16221], [-2.18238, -0.19005, 0.50126], [-0.96021, -1.48075, 0.11773]], "lowdin_charge": [-0.4656, -0.1366, -0.0593, -0.6249, -0.4407, 0.1842, 0.6645, 0.6123, 0.1117, 0.0644, 0.0900]}


2.
{"formula": "C3H3NO2S", "method": "ωB97M-V with the def2-TZVPD basis set", "de_lowest_kcal_mol": 51.2, "multiplicity": 1, "smiles": "O=C/C(O)=N\\C=S", "symbols": ["C", "C", "C", "N", "O", "O", "S", "H", "H", "H"], "positions_angstrom": [[1.70983, 0.67488, -0.33110], [-0.54933, 0.39188, 0.25409], [-0.77129, -1.00014, -0.24434], [0.50572, 1.07470, 0.02032], [-1.57676, 0.91059, 0.89705], [-1.77437, -1.58862, 0.08645], [2.49123, -0.62844, 0.29777], [2.25774, 1.35267, -0.97933], [-0.00690, -1.42136, -0.90682], [-2.28586, 0.23385, 0.90592]], "lowdin_charge": [-0.7183, -0.3662, -0.1596, 0.0753, 0.1397, 0.0903, 0.6409, 0.0583, 0.1128, 0.1268]}


3.
{"formula": "C3H3NO2S", "method": "ωB97M-V with the def2-TZVPD basis set", "de_lowest_kcal_mol": 171.9, "multiplicity": 1, "smiles": "O=S(#[N+][O-])C1C=C1", "symbols": ["C", "C", "C", "N", "O", "O", "S", "H", "H", "H"], "positions_angstrom": [[-0.48140, -0.20609, 0.74188], [0.65978, -0.41301, -0.19208], [-0.24443, 0.85572, 0.05428], [2.86858, 1.10313, 0.17645], [3.74196, 1.24652, -0.62362], [3.10690, -1.65363, -0.14832], [2.45299, -0.62652, 0.65445], [-1.28048, -0.61343, 1.37064], [0.54680, -0.99864, -1.18404], [-0.35318, 1.82396, -0.48377]], "lowdin_charge": [-0.1101, -0.3285, -0.0175, -0.2269, -0.0390, -0.5375, 0.9017, 0.1087, 0.1282, 0.1208]}


4.
{"formula": "C3H3NO2S", "method": "ωB97M-V with the def2-TZVPD basis set", "de_lowest_kcal_mol": 32.8, "multiplicity": 1, "smiles": "O=C1CC(=O)SN1", "symbols": ["C", "C", "C", "H", "H", "H", "N", "O", "O", "S"], "positions_angstrom": [[1.35004, -0.18550, -0.02146], [0.26354, -1.23539, -0.02180], [-1.07410, -0.59282, -0.04155], [0.25687, -1.59390, 1.06366], [0.34942, -1.98081, -0.78183], [1.40982, 1.92868, -0.31333], [0.83362, 1.02865, -0.29654], [2.53109, -0.46508, 0.13267], [-2.17432, -0.99424, -0.07493], [-0.87141, 1.13764, 0.13464]], "lowdin_charge": [-0.5916, -0.0569, -0.7546, 0.1790, 0.1360, 0.1539, -0.2127, 0.0618, 0.0550, 1.0301]}


5.
{"formula": "C3H3NO2S", "method": "ωB97M-V with the def2-TZVPD basis set", "de_lowest_kcal_mol": 173.6, "multiplicity": 1, "symbols": ["C", "C", "C", "N", "O", "O", "S", "H", "H", "H"], "positions_angstrom": [[-0.94790, -1.05978, 0.15568], [0.77751, -0.32090, 1.46762], [-1.52851, -0.38729, -0.88258], [-0.09209, -1.08179, 1.03383], [3.02340, 0.98570, -0.12254], [0.81204, 1.03029, -1.15661], [1.60432, 0.80244, -0.00315], [0.35317, 0.59872, 1.93320], [-1.71028, -0.86583, -1.77831], [-2.29167, 0.29843, -0.64714]], "lowdin_charge": [-0.0837, -0.2481, 0.0630, -0.0255, -0.3468, -0.3414, 0.8260, 0.0688, 0.0336, 0.0540]}


6.
{"formula": "C3H3NO2S", "method": "ωB97M-V with the def2-TZVPD basis set", "de_lowest_kcal_mol": 64.4, "s2": 2.0037, "multiplicity": 3, "symbols": ["C", "C", "C", "N", "O", "O", "S", "H", "H", "H"], "positions_angstrom": [[-0.24031, 1.74190, -0.49594], [-4.08756, -0.44355, 0.12271], [0.27280, 0.23842, -0.64231], [-0.64168, 2.82695, -0.29560], [-3.90552, -0.01339, 1.16198], [-4.44032, -0.71724, -0.92799], [-0.71459, -0.90640, 0.17363], [1.29366, 0.02113, -0.21153], [0.23507, -0.24953, -1.69549], [-0.63823, -0.43284, 1.40039]], "lowdin_charge": [-0.2586, -0.4906, -0.5696, 0.1192, 0.2057, 0.2174, 0.7668, 0.0820, 0.0780, -0.1503]}


7.
{"formula": "C3H3NO2S", "method": "ωB97M-V with the def2-TZVPD basis set", "de_lowest_kcal_mol": 40.0, "s2": 2.0137, "multiplicity": 3, "symbols": ["C", "C", "C", "N", "O", "O", "S", "H", "H", "H"], "positions_angstrom": [[1.17491, 1.29244, 0.27684], [-0.88749, 0.45048, -0.11349], [-0.16393, -0.88302, -0.40856], [-0.09973, 1.51631, 0.26299], [-2.09606, 0.51919, -0.18710], [-0.41766, -1.97229, 0.36315], [1.82802, -0.23157, -0.11510], [1.78922, 2.06534, 0.37578], [-0.22131, -1.04162, -1.57780], [-0.90598, -1.71528, 1.12329]], "lowdin_charge": [-0.5928, -0.5403, -0.3487, 0.1010, 0.0897, 0.0111, 1.0179, -0.0011, 0.1630, 0.1004]}


8.
{"formula": "C3H3NO2S2", "method": "ωB97M-V with the def2-TZVPD basis set", "de_lowest_kcal_mol": 103.5, "multiplicity": 1, "symbols": ["C", "C", "C", "H", "H", "H", "N", "O", "O", "S", "S"], "positions_angstrom": [[0.71903, 0.78957, -0.20737], [-0.62958, 0.92247, -0.29206], [0.92125, -0.70739, -0.23906], [2.47743, 0.48942, 0.61813], [-1.53749, 1.67034, -0.25752], [-2.21537, -0.46785, 1.52315], [-1.17597, -0.38764, -0.73754], [1.83690, 1.43037, 0.03322], [-0.18821, -1.41651, -0.72762], [-2.57402, -0.79946, 0.21104], [2.36605, -1.52332, 0.07564]], "lowdin_charge": [-0.4097, -0.0457, -0.6592, 0.1765, 0.1565, -0.0986, -0.4959, -0.0519, -0.1001, 0.7796, 0.7487]}


9.
{"formula": "C3H3NO2S2", "method": "ωB97M-V with the def2-TZVPD basis set", "de_lowest_kcal_mol": 0.0, "multiplicity": 1, "smiles": "O=CNC(=S)C(=O)S", "symbols": ["C", "C", "C", "H", "H", "H", "N", "O", "O", "S", "S"], "positions_angstrom": [[1.06085, -0.75613, -0.02095], [-0.13468, 0.20416, 0.00380], [-2.54902, 0.01616, 0.00665], [2.32517, 1.14508, 0.24730], [-1.15575, -1.49462, 0.02651], [-2.62210, 1.13243, -0.17182], [-1.29625, -0.51459, -0.09803], [0.85448, -1.95730, -0.14386], [-3.56266, -0.66731, 0.16065], [2.66054, -0.12552, 0.09110], [-0.03998, 1.81495, -0.05904]], "lowdin_charge": [-0.7968, -0.7590, -0.3010, -0.1770, 0.1362, 0.1197, 0.0509, 0.0045, 0.0434, 0.8937, 0.7854]}


10.
{"formula": "C3H3NO2S2", "method": "ωB97M-V with the def2-TZVPD basis set", "de_lowest_kcal_mol": 64.3, "multiplicity": 1, "smiles": "O=C(C=S)NOC=S", "symbols": ["C", "C", "C", "H", "H", "H", "N", "O", "O", "S", "S"], "positions_angstrom": [[2.06423, -0.80830, -0.23609], [-1.01740, 0.82977, 0.04243], [-1.99932, -0.31631, 0.18158], [2.28043, -1.87106, -0.35815], [0.95820, 1.30163, 0.20483], [-1.58328, -1.15945, 0.73323], [0.28297, 0.55963, 0.34016], [0.76903, -0.70248, 0.07045], [-1.39592, 1.94456, -0.18959], [3.09352, 0.45170, -0.36142], [-3.45246, -0.22969, -0.42746]], "lowdin_charge": [-0.6510, -0.5527, -0.5840, 0.0867, 0.0754, 0.0578, 0.0561, -0.1123, 0.0834, 0.7242, 0.8164]}


11.
{"formula": "C3H3NO2S2", "method": "ωB97M-V with the def2-TZVPD basis set", "de_lowest_kcal_mol": 51.3, "multiplicity": 1, "symbols": ["C", "C", "C", "N", "O", "O", "S", "S", "H", "H", "H"], "positions_angstrom": [[-1.54426, -0.29831, 1.27882], [-1.89089, 0.73126, 0.46817], [0.30883, -0.37688, -0.06591], [-0.42997, -0.95565, 1.02448], [1.66403, -1.11813, -2.14937], [2.63987, 0.46040, -0.43746], [-0.57720, 0.96854, -0.66296], [1.89452, -1.06394, -0.76327], [-2.09830, -0.62121, 2.00993], [-2.80733, 1.23218, 0.50139], [2.84070, 1.04175, -1.20382]], "lowdin_charge": [-0.3039, -0.3369, -0.6557, -0.0060, -0.4564, -0.3588, 1.0090, 0.9285, 0.0554, 0.0505, 0.0744]}


12.
{"formula": "C3H3NO3", "method": "ωB97M-V with the def2-TZVPD basis set", "de_lowest_kcal_mol": 81.0, "multiplicity": 1, "smiles": "O=CN(C=O)C=O", "symbols": ["C", "C", "C", "H", "H", "H", "N", "O", "O", "O"], "positions_angstrom": [[1.21152, -0.23300, -0.13564], [-0.36824, 1.39456, -0.13610], [-0.98914, -1.02823, 0.07132], [2.10043, 0.51635, -0.02714], [-1.34642, 1.29465, 0.14540], [-0.50428, -2.05571, -0.21242], [-0.11547, 0.04895, -0.14347], [1.50183, -1.38288, -0.28069], [0.57989, 2.19040, -0.17861], [-2.07012, -0.74508, 0.89735]], "lowdin_charge": [-0.2663, -0.1982, -0.0366, 0.1910, 0.1097, 0.1770, -0.0336, 0.0561, 0.0567, -0.0557]}


13.
{"formula": "C3H3NO3", "method": "ωB97M-V with the def2-TZVPD basis set", "de_lowest_kcal_mol": 123.9, "multiplicity": 1, "smiles": "O=C[C@@H]1C(=O)N1O", "symbols": ["C", "C", "C", "N", "O", "O", "O", "H", "H", "H"], "positions_angstrom": [[-0.16020, -0.42695, -0.59031], [-1.28046, -0.72706, 0.40612], [1.24137, -0.46387, -0.08243], [0.75977, 0.67945, -0.43637], [2.13682, -1.12700, 0.30075], [-1.29626, 0.07334, 1.32772], [0.62400, 2.02174, -0.18801], [-0.40886, -0.66359, -1.68679], [-1.81611, -1.71054, 0.21358], [0.19993, 2.34447, 0.73573]], "lowdin_charge": [-0.0987, -0.1638, -0.4259, -0.0161, 0.1569, 0.0503, 0.0072, 0.1566, 0.1407, 0.1928]}


14.
{"formula": "C3H3NO3", "method": "ωB97M-V with the def2-TZVPD basis set", "de_lowest_kcal_mol": 38.4, "multiplicity": 1, "smiles": "[H]/N=C(\\C=O)OC=O", "symbols": ["N", "C", "O", "C", "O", "C", "O", "H", "H", "H"], "positions_angstrom": [[1.03725, 0.15843, -0.89613], [0.20988, 0.30158, 0.04844], [-0.42259, -0.75639, 0.60876], [-0.45507, -1.91554, -0.14972], [-0.37968, -2.99143, 0.34811], [-0.17670, 1.62304, 0.67294], [-1.05612, 1.73453, 1.48060], [1.43462, 1.04761, -1.19882], [-0.59149, -1.69771, -1.21651], [0.39991, 2.49590, 0.30233]], "lowdin_charge": [0.1956, -0.3960, 0.0646, -0.2874, 0.1342, -0.1688, 0.1133, 0.0709, 0.1445, 0.1291]}


15.
{"formula": "C3H3NO3", "method": "ωB97M-V with the def2-TZVPD basis set", "de_lowest_kcal_mol": 37.0, "multiplicity": 1, "smiles": "[H]/N=C(/C=O)OC=O", "symbols": ["N", "C", "O", "C", "O", "C", "O", "H", "H", "H"], "positions_angstrom": [[-0.91089, 1.49966, -0.90526], [-0.49705, 0.42528, -0.40205], [0.66954, -0.21362, -0.80427], [1.59446, -0.47718, 0.16426], [1.59145, 0.00713, 1.25650], [-1.32043, -0.39946, 0.58955], [-0.96162, -1.49890, 0.91879], [-0.24366, 1.87457, -1.58619], [2.34862, -1.16405, -0.24031], [-2.27043, -0.05344, 1.00898]], "lowdin_charge": [0.2115, -0.3662, 0.0408, -0.3032, 0.1104, -0.1523, 0.0879, 0.0870, 0.1534, 0.1307]}


16.
{"formula": "C3H3NO3S", "method": "ωB97M-V with the def2-TZVPD basis set", "de_lowest_kcal_mol": 71.0, "multiplicity": 1, "smiles": "O=C(O)/C=N\\OC=S", "symbols": ["C", "C", "C", "H", "H", "H", "N", "O", "O", "O", "S"], "positions_angstrom": [[-1.85207, 0.23711, -0.55516], [-0.72511, -0.72052, -0.86855], [2.15758, -0.07204, 0.88901], [-0.66390, 1.64641, 0.20367], [-1.09312, -1.52610, -1.44367], [2.45092, -1.11920, 0.72770], [0.44955, -0.91093, -0.38042], [-1.61563, 1.37257, 0.04134], [-2.99946, -0.10410, -0.79345], [0.87818, 0.12051, 0.50603], [3.01306, 1.07630, 1.67349]], "lowdin_charge": [-0.5069, -0.0020, -0.7078, 0.1522, 0.1172, 0.0779, 0.1085, 0.1406, 0.1159, -0.1877, 0.6921]}


17.
{"formula": "C3H3NO4", "method": "ωB97M-V with the def2-TZVPD basis set", "de_lowest_kcal_mol": 43.4, "multiplicity": 1, "smiles": "NC(=O)C(=O)C(=O)O", "symbols": ["C", "C", "C", "N", "O", "O", "O", "O", "H", "H", "H"], "positions_angstrom": [[0.11791, 0.28920, 0.70480], [1.53991, 0.02239, 0.16195], [-0.79504, 0.79557, -0.41740], [-1.57862, -0.16606, -0.93334], [1.49349, -1.32509, 0.76299], [-0.10701, 0.36504, 1.88883], [2.26356, 0.41975, -0.67481], [-0.71308, 1.93479, -0.81196], [1.35134, -1.26662, 1.72788], [-1.45846, -1.12805, -0.65170], [-2.11400, 0.05908, -1.75724]], "lowdin_charge": [-0.2487, -0.3221, -0.4843, 0.1992, 0.0326, 0.1389, 0.2113, 0.1211, 0.1068, 0.1213, 0.1238]}


18.
{"formula": "C3H3NO4", "method": "ωB97M-V with the def2-TZVPD basis set", "de_lowest_kcal_mol": 73.5, "multiplicity": 1, "smiles": "Oc1nc(O)c(O)o1", "symbols": ["C", "C", "C", "H", "H", "H", "N", "O", "O", "O", "O"], "positions_angstrom": [[-1.25509, -0.15785, 0.13541], [0.72104, -0.76669, -0.01897], [0.81928, 0.55240, 0.08942], [-3.00425, 0.76360, -0.33578], [1.65876, -2.41348, -0.09127], [1.22717, 2.32939, 0.49443], [-0.58740, -1.28808, 0.09962], [-2.56364, -0.09119, -0.19322], [1.80157, -1.44410, -0.08550], [1.71298, 1.51200, -0.19703], [-0.53042, 1.00401, 0.10288]], "lowdin_charge": [-0.4219, -0.4102, -0.3388, 0.1337, 0.1464, 0.2611, 0.2264, 0.1168, 0.1277, 0.0506, 0.1082]}


19.
{"formula": "C3H3NO4P", "method": "ωB97M-V with the def2-TZVPD basis set", "de_lowest_kcal_mol": 122.8, "multiplicity": 1, "total_charge": -1, "symbols": ["C", "C", "C", "N", "O", "O", "O", "O", "P", "H", "H", "H"], "positions_angstrom": [[-0.91102, 0.31037, -0.27614], [-1.09016, -2.01946, -0.03718], [1.46814, -0.10902, 0.30748], [0.31189, 0.64758, 0.03361], [-1.41732, -2.18293, 1.06273], [-0.85542, -2.42699, -1.10620], [0.44364, 1.98004, 0.22783], [-1.84028, 2.66814, -1.25888], [-1.42610, 2.04963, 0.08217], [1.76178, -0.28758, 1.36261], [1.31175, -1.01383, -0.22170], [2.24310, 0.38406, -0.17634]], "lowdin_charge": [-0.1532, -0.6138, -0.0484, -0.4029, 0.1129, 0.0952, -0.3167, -0.5989, 0.6817, 0.1101, 0.0703, 0.0638]}


20.
{"formula": "C3H3NO4S", "method": "ωB97M-V with the def2-TZVPD basis set", "s2": 2.0183, "multiplicity": 3, "total_energy_ha": -869.763909, "symbols": ["C", "C", "C", "N", "O", "O", "O", "O", "S", "H", "H", "H"], "positions_angstrom": [[1.30054, -0.12342, -0.04465], [0.68657, -1.28408, 0.28912], [0.80319, 1.28166, 0.01538], [-0.28690, 1.85835, 0.30788], [-2.94704, -0.63105, 0.11641], [-0.56418, -1.32168, 0.82613], [-1.04515, -0.34532, -1.38637], [-1.41032, 1.14548, 0.55916], [-1.57937, -0.31131, -0.10793], [2.32606, -0.07067, -0.41108], [1.06219, -2.21531, 0.18325], [1.65443, 2.01733, -0.34731]], "lowdin_charge": [-0.0182, -0.1750, -0.1756, 0.0120, -0.1966, -0.1077, -0.1875, -0.1740, 0.6597, 0.1151, 0.0965, 0.1512]}